# 1
{
  "formula": "C3H4S",
  "method": "the ωB97M-V functional and the def2-TZVPD basis",
  "elements": ["C", "C", "C", "S", "H", "H", "H", "H"],
  "positions_angstrom": [[-0.040, -0.428, -0.069], [-0.907, -0.768, -0.950], [0.768, 0.314, 0.829], [1.441, 1.909, -0.082], [-1.150, -0.070, -1.794], [-1.439, -1.747, -0.914], [-0.178, 0.808, 1.454], [1.507, -0.019, 1.525]],
  "homo_ev": [-8.011, -8.010],
  "total_energy_ha": -514.7166,
  "orbital_gap_ev": [6.140, 6.132],
  "lumo_energy_ev": [-1.9, -1.9]
}

=====

# 2
{
  "formula": "C2H4O2",
  "method": "the ωB97M-V functional and the def2-TZVPD basis",
  "elements": ["C", "O", "C", "O", "H", "H", "H", "H"],
  "positions_angstrom": [[0.977, -0.324, -0.027], [0.108, 0.789, 0.000], [-1.195, 0.512, -0.003], [-1.713, -0.577, 0.003], [0.675, -1.028, -0.789], [2.002, -0.004, -0.115], [0.915, -0.797, 0.983], [-1.768, 1.427, -0.050]],
  "homo_ev": -10.847,
  "total_energy_ha": -229.0760,
  "orbital_gap_ev": 11.787,
  "lumo_energy_ev": 0.9
}

=====

# 3
{
  "formula": "C7H14NOS",
  "method": "the ωB97M-V functional and the def2-TZVPD basis",
  "elements": ["C", "C", "C", "C", "S", "C", "N", "C", "C", "O", "H", "H", "H", "H", "H", "H", "H", "H", "H", "H", "H", "H", "H", "H"],
  "positions_angstrom": [[-0.789, 2.283, -0.035], [-1.189, 1.158, 0.490], [-0.927, -0.252, 0.053], [-0.792, -0.128, -1.568], [-2.479, -1.194, 0.369], [0.278, -0.932, 0.705], [0.441, -2.315, 0.306], [1.624, -0.260, 0.221], [2.012, 1.137, 0.698], [2.277, -1.024, -0.494], [-0.844, 3.157, 0.618], [-0.208, 2.432, -0.971], [-1.877, 1.148, 1.295], [-1.759, 0.212, -1.927], [0.039, 0.693, -1.824], [-0.585, -1.033, -2.072], [-3.460, -0.463, -0.357], [0.110, -0.784, 1.760], [0.660, -3.034, 1.039], [1.407, -2.228, -0.218], [-0.178, -2.704, -0.398], [1.091, 1.643, 1.093], [2.366, 1.607, -0.137], [2.781, 0.880, 1.353]],
  "homo_ev": -12.981,
  "total_energy_ha": -802.9802,
  "orbital_gap_ev": 9.413,
  "total_charge": 1,
  "lumo_energy_ev": -3.6
}

=====

# 4
{
  "formula": "C9H25O7",
  "method": "the ωB97M-V functional and the def2-TZVPD basis",
  "elements": ["O", "C", "O", "O", "H", "C", "C", "O", "H", "H", "H", "H", "H", "H", "C", "C", "O", "H", "H", "H", "H", "H", "H", "C", "C", "O", "H", "H", "H", "H", "H", "H", "C", "C", "O", "H", "H", "H", "H", "H", "H"],
  "positions_angstrom": [[0.661, 0.221, -0.025], [0.386, -0.181, 1.198], [0.992, -1.233, 1.521], [-0.203, 0.539, 1.988], [1.138, -0.610, -0.076], [3.399, 0.178, 0.114], [3.381, 1.683, 0.196], [3.278, 1.937, 1.582], [2.688, -0.274, 0.806], [4.385, -0.260, 0.271], [3.017, 0.020, -0.894], [2.521, 2.162, -0.273], [4.292, 2.107, -0.224], [4.144, 2.015, 1.990], [0.302, -1.027, -3.065], [1.439, -0.764, -2.091], [2.564, -0.438, -2.833], [-0.170, -0.130, -3.466], [-0.509, -1.653, -2.693], [0.618, -1.556, -3.965], [1.525, -1.757, -1.649], [1.121, 0.057, -1.449], [2.300, 0.288, -3.402], [-2.771, -0.659, -1.627], [-1.558, -0.342, -0.709], [-0.739, 0.621, -1.263], [-2.514, -0.777, -2.679], [-3.382, 0.237, -1.739], [-3.390, -1.523, -1.382], [-0.925, -1.220, -0.577], [-1.844, 0.148, 0.222], [0.042, 0.637, -0.705], [-2.182, 0.723, 2.478], [-3.175, 0.029, 3.468], [-4.072, -0.883, 2.811], [-2.672, 1.263, 1.668], [-1.543, 0.049, 1.908], [-1.466, 1.328, 3.034], [-3.801, 0.793, 3.930], [-2.550, -0.507, 4.182], [-4.725, -1.239, 3.419]],
  "homo_ev": -4.533,
  "total_energy_ha": -884.2865,
  "orbital_gap_ev": 7.738,
  "total_charge": -1,
  "lumo_energy_ev": 3.2
}

=====

# 5
{
  "formula": "C20H24N4O3S",
  "method": "the ωB97M-V functional and the def2-TZVPD basis",
  "elements": ["C", "O", "C", "C", "C", "C", "C", "C", "O", "N", "C", "C", "C", "C", "C", "N", "C", "O", "C", "C", "S", "N", "N", "C", "C", "C", "C", "C", "H", "H", "H", "H", "H", "H", "H", "H", "H", "H", "H", "H", "H", "H", "H", "H", "H", "H", "H", "H", "H", "H", "H", "H"],
  "positions_angstrom": [[-4.914, -3.771, 1.938], [-4.160, -3.590, 0.764], [-3.458, -2.435, 0.613], [-2.727, -2.314, -0.570], [-1.981, -1.184, -0.823], [-1.931, -0.145, 0.101], [-1.154, 1.121, -0.171], [-0.542, 1.775, 1.092], [-0.587, 2.979, 1.249], [0.027, 0.913, 1.942], [0.747, 1.321, 3.126], [0.285, 0.508, 4.350], [1.378, -0.537, 4.561], [2.649, 0.235, 4.226], [2.258, 1.034, 2.982], [-0.092, 0.945, -1.164], [0.890, 0.047, -0.956], [0.933, -0.731, -0.019], [1.999, 0.061, -1.962], [3.198, 0.714, -1.806], [4.185, 0.333, -3.145], [3.001, -0.627, -3.787], [1.961, -0.677, -3.088], [-0.036, 1.898, -2.233], [-1.255, 2.099, -3.086], [-0.043, 1.441, -3.663], [-2.673, -0.261, 1.267], [-3.429, -1.390, 1.530], [-4.280, -3.756, 2.830], [-5.376, -4.753, 1.843], [-5.697, -3.012, 2.034], [-2.762, -3.125, -1.279], [-1.428, -1.119, -1.747], [-1.836, 1.874, -0.584], [0.132, -0.051, 1.643], [0.544, 2.387, 3.250], [-0.695, 0.065, 4.180], [0.222, 1.160, 5.222], [1.382, -0.939, 5.573], [1.250, -1.362, 3.859], [3.503, -0.415, 4.046], [2.897, 0.912, 5.046], [2.838, 1.950, 2.878], [2.415, 0.427, 2.089], [3.519, 1.357, -1.014], [0.546, 2.783, -1.987], [-2.115, 1.475, -2.895], [-1.502, 3.106, -3.387], [0.566, 1.985, -4.369], [-0.089, 0.381, -3.856], [-2.670, 0.547, 1.984], [-3.990, -1.440, 2.450]],
  "homo_ev": -8.382,
  "total_energy_ha": -1619.4133,
  "orbital_gap_ev": 8.654,
  "lumo_energy_ev": 0.3
}

=====

# 6
{
  "formula": "C2H11N4O",
  "method": "the ωB97M-V functional and the def2-TZVPD basis",
  "elements": ["C", "C", "N", "N", "N", "N", "O", "H", "H", "H", "H", "H", "H", "H", "H", "H", "H", "H"],
  "positions_angstrom": [[-2.948, 0.810, 0.338], [2.095, 1.128, 0.069], [0.988, 1.591, -0.427], [-2.010, -0.043, 0.129], [0.628, -1.845, 0.159], [2.326, -0.008, 0.599], [-2.371, -1.375, -0.249], [-2.565, 1.830, 0.607], [-3.887, 0.547, 0.031], [3.496, 2.786, -0.594], [0.981, 2.330, -1.041], [0.034, 1.072, -0.200], [0.475, -1.923, -0.805], [-0.143, -1.902, 0.794], [1.180, -2.642, 0.288], [1.489, -0.756, 0.483], [-3.070, -1.328, -0.837], [3.303, -0.272, 0.657]],
  "homo_ev": [-14.213, -13.823],
  "total_energy_ha": -376.5862,
  "orbital_gap_ev": [9.161, 9.589],
  "total_charge": 1,
  "lumo_energy_ev": [-5.1, -4.2]
}

=====

# 7
{
  "formula": "C8H14NO",
  "method": "the ωB97M-V functional and the def2-TZVPD basis",
  "elements": ["C", "N", "H", "H", "H", "H", "H", "H", "C", "C", "C", "C", "C", "C", "C", "O", "H", "H", "H", "H", "H", "H", "H", "H"],
  "positions_angstrom": [[-0.153, 2.131, -1.161], [0.896, 1.142, -1.495], [0.622, 0.170, -1.388], [1.209, 1.288, -2.455], [1.754, 1.211, -0.945], [0.286, 3.057, -0.795], [-0.847, 1.718, -0.450], [-0.668, 2.407, -2.070], [-0.363, -2.294, -1.285], [0.029, 0.369, 2.073], [-1.196, 0.197, 1.444], [1.115, -0.366, 1.626], [-1.299, -0.629, 0.329], [0.948, -1.349, 0.659], [-0.221, -1.407, -0.094], [0.208, 1.166, 3.153], [-0.638, 1.527, 3.447], [-2.080, 0.707, 1.801], [2.057, -0.235, 2.108], [-2.254, -0.850, -0.129], [1.721, -2.082, 0.508], [-0.249, -3.368, -1.058], [0.439, -2.222, -2.012], [-1.315, -2.290, -1.809]],
  "homo_ev": -12.144,
  "total_energy_ha": -442.9773,
  "orbital_gap_ev": 8.799,
  "total_charge": 1,
  "lumo_energy_ev": -3.3
}

=====

Number 1: largest force on an atom 4.89 eV Å⁻¹. Number 2: largest force on an atom 2.10 eV Å⁻¹. Number 3: largest force on an atom 4.62 eV Å⁻¹. Number 4: largest force on an atom 13.06 eV Å⁻¹. Number 5: largest force on an atom 1.65 eV Å⁻¹. Number 6: largest force on an atom 4.85 eV Å⁻¹. Number 7: largest force on an atom 1.96 eV Å⁻¹.